Entry 1:
This record from OMol25 describes 10 unconnected molecules or ions with the total composition C13H33Br6N7O14 at a distorted geometry. The level of theory is the ωB97M-V functional and the def2-TZVPD basis.

Last column: Mulliken charge in e.
Atoms and positions in Å:
Br 0.2671 -2.4872 -6.9980  -0.16
C -1.1559 -1.3309 -7.6542  -0.26
C -1.1858 -1.4564 -9.1501  -0.61
Br -2.7182 -0.5170 -9.8948  -0.15
H -0.9377 -0.3083 -7.3647  0.42
H -2.0824 -1.6312 -7.1748  0.00
H -1.2450 -2.4819 -9.4881  0.39
H -0.3125 -0.9494 -9.5453  0.38
Br -6.8739 -5.5746 -9.5390  -0.20
C -5.8628 -5.1253 -7.9452  0.41
C -4.4036 -5.3374 -8.2411  -0.48
Br -3.3340 -4.7044 -6.7328  -0.16
H -6.2432 -5.6084 -7.0562  0.44
H -6.0024 -4.0503 -7.8703  -0.57
H -4.0696 -4.7468 -9.0850  0.25
H -4.1247 -6.3772 -8.3756  0.44
Br -10.6231 -0.5636 -6.5985  -0.11
C -11.2163 -2.2874 -7.2163  -0.51
C -10.4400 -3.3779 -6.5088  -0.24
Br -10.9927 -5.0965 -7.1923  -0.17
H -11.1114 -2.3430 -8.2974  0.25
H -12.2814 -2.3843 -7.0199  0.43
H -10.6091 -3.2694 -5.4387  0.44
H -9.3746 -3.3270 -6.7014  -0.02
C -6.1794 -0.3285 -8.3911  0.70
N -6.2787 -1.6171 -7.6408  0.87
O -5.2692 -2.0616 -7.1129  -0.61
O -7.3734 -2.1183 -7.5548  -0.43
H -5.1962 -0.2775 -8.8341  -0.39
H -6.3871 0.4501 -7.6722  0.44
H -6.9266 -0.3902 -9.1739  -0.71
C -5.2774 3.3452 -12.0841  -0.87
N -5.2179 2.5204 -10.8479  0.90
O -5.7708 1.4444 -10.8616  -0.46
O -4.6879 3.0054 -9.8827  -0.51
H -4.2890 3.5077 -12.4915  0.30
H -5.7378 4.2865 -11.7942  0.32
H -5.9493 2.8436 -12.7709  0.31
C -8.9500 -0.0268 -11.0586  -0.38
N -9.8644 -1.0610 -10.4909  0.94
O -9.4062 -2.1606 -10.2584  -0.41
O -11.0164 -0.7350 -10.2948  -0.54
H -8.0160 -0.5071 -11.3225  0.04
H -8.8302 0.7356 -10.2935  -0.14
H -9.4742 0.4450 -11.8829  0.39
C -3.5081 2.4435 -3.1612  -0.75
N -3.4007 1.8397 -4.5122  0.98
O -2.3976 1.2156 -4.7474  -0.52
O -4.3070 2.0388 -5.3033  -0.55
H -4.4564 2.9680 -3.1408  0.29
H -2.6522 3.0936 -3.0396  0.30
H -3.5400 1.6289 -2.4484  0.28
C -8.8450 2.1325 -7.7007  -0.46
N -9.6666 3.0636 -8.5471  1.03
O -9.2010 4.1495 -8.8092  -0.61
O -10.7209 2.6561 -8.9531  -0.52
H -8.9458 2.3297 -6.6428  0.47
H -7.8323 2.3643 -8.0394  0.33
H -9.0668 1.1220 -8.0256  -0.29
C -7.3355 -2.9443 -12.3401  -0.55
N -6.1672 -2.8072 -11.4443  0.73
O -6.2086 -1.9374 -10.5890  -0.24
O -5.2069 -3.5184 -11.6533  -0.49
H -8.0437 -2.1468 -12.1611  0.05
H -7.8274 -3.8851 -12.1034  0.24
H -6.9831 -2.9117 -13.3654  0.31
C -3.8801 -2.7053 -3.7925  -0.28
N -4.6782 -1.6751 -3.0397  0.89
O -5.6808 -2.0185 -2.4797  -0.55
O -4.2159 -0.5471 -2.9973  -0.53
H -4.3117 -2.7112 -4.7879  -0.12
H -3.9437 -3.6286 -3.2301  0.29
H -2.8579 -2.3475 -3.7849  0.30

* SMILES: C[N+](=O)[O-].C[N+](=O)[O-].C[N+](=O)[O-].C[N+](=O)[O-].C[N+](=O)[O-].C[N+](=O)[O-].C[N+](=O)[O-].BrCCBr.BrCCBr.BrCCBr
* lowest unoccupied orbital energy: -0.23 eV
* net charge: 0
* energy above the lowest of the compared OMol25 structures with the same formula, charge and spin: 0.0000 eV
* HOMO level: -10.039 eV
* gap between HOMO and LUMO: 9.81 eV

Entry 2:
This record from OMol25 describes 3 unconnected molecules or ions with the total composition C13H33ClF3NO6Si2 at a distorted geometry. The level of theory is the ωB97M-V functional and the def2-TZVPD basis.

Last column: Mulliken charge in e.
Atoms and positions in Å:
C -2.3730 -3.4333 1.6717  -1.42
C -2.6726 -2.0179 1.1649  -0.18
N -1.9808 -1.0421 2.0302  -0.23
Si -1.9035 0.5939 1.4482  -0.19
Cl -3.4062 1.6501 2.4820  -0.39
C -0.2757 1.3648 1.9887  -0.49
C 0.7320 1.7008 0.8908  -0.79
O 0.7988 0.7748 -0.1812  -0.45
Si 1.7690 -0.5905 0.0039  0.65
C 2.4767 -0.8614 1.7364  -1.27
C 0.6688 -2.0766 -0.4289  -0.43
C 3.1916 -0.6357 -1.2314  -1.08
C -2.3441 0.7914 -0.3728  -0.91
O -2.3241 2.2173 -0.6695  -0.28
C -2.0009 2.5328 -1.9089  0.88
F -2.5843 1.7674 -2.7944  -0.28
F -0.7189 2.4922 -2.1286  -0.23
F -2.4010 3.7721 -2.1318  -0.30
H -1.4640 -3.8322 1.2448  0.29
H -3.2002 -4.1090 1.5198  0.40
H -2.1933 -3.3421 2.7339  0.35
H -2.3721 -1.9607 0.1233  0.23
H -3.7399 -1.8795 1.2857  0.46
H -1.0654 -1.3831 2.2947  0.36
H 0.1307 0.7424 2.7792  0.44
H -0.5245 2.3032 2.4684  0.43
H 0.4645 2.6749 0.5092  0.33
H 1.7012 1.8462 1.3582  0.53
H 2.2641 -0.0914 2.4636  0.38
H 2.1171 -1.8141 2.0912  0.33
H 3.5510 -0.9232 1.6382  0.42
H 1.0907 -2.6518 -1.2397  0.12
H 0.4710 -2.6789 0.4468  0.14
H -0.2741 -1.6979 -0.8037  0.04
H 4.0910 -0.2856 -0.7348  0.39
H 3.3390 -1.6823 -1.4411  0.18
H 2.9804 -0.1095 -2.1502  0.30
H -1.6542 0.2636 -1.0137  0.53
H -3.3321 0.4068 -0.6061  0.69
C 3.2622 -5.4785 -3.8099  -0.29
C 2.4091 -4.2321 -3.9129  -0.51
O 3.0482 -3.1441 -3.2363  -0.38
O 3.4913 -5.8117 -2.4487  -0.52
H 2.7714 -6.3261 -4.2880  0.33
H 4.2337 -5.3106 -4.2941  0.25
H 1.4537 -4.3871 -3.4133  0.24
H 2.2273 -3.9628 -4.9575  0.34
H 3.8222 -2.8909 -3.7536  0.24
H 3.6053 -4.9732 -1.9808  0.32
C -1.6837 4.8985 2.0510  0.36
C -2.3036 6.2610 2.2658  -0.67
O -1.6862 7.2191 1.4005  -0.54
O -0.2792 4.9518 2.2877  -0.53
H -2.1128 4.1609 2.7280  0.13
H -1.8439 4.5661 1.0164  -0.05
H -2.1226 6.6024 3.2839  0.33
H -3.3817 6.2363 2.0819  0.34
H -1.9622 7.0193 0.4981  0.32
H 0.0187 5.8057 1.9447  0.35

* SMILES: CCN[Si@@](Cl)(CCO[Si](C)(C)C)COC(F)(F)F.OCCO.OCCO
* lowest unoccupied orbital energy: 0.48 eV
* net charge: 0
* HOMO level: -9.744 eV
* gap between HOMO and LUMO: 10.22 eV

Entry 3:
This record from OMol25 describes a molecular structure, C13H33ClIN2O2P2Y at a distorted geometry. The level of theory is the ωB97M-V functional and the def2-TZVPD basis.

Last column: Mulliken charge in e.
Atoms and positions in Å:
C -0.1183 1.0792 -4.1566  -1.01
C -0.4136 0.6038 -2.7931  0.64
H -0.0525 2.1822 -4.2483  0.38
H -0.9474 0.7236 -4.7872  0.35
H 0.8426 0.6495 -4.5081  0.26
O -0.0427 1.1860 -1.7541  -0.27
I -1.0895 -3.4895 0.0876  -0.30
Y 0.1422 -0.8308 -0.6383  0.04
P 2.7772 -0.4081 -1.4615  1.05
C 3.5247 0.8401 -0.3601  -1.19
C 3.7630 -1.9105 -1.1317  -1.20
H 4.7923 -1.7587 -1.4803  0.43
H 4.4647 -0.0590 -3.1505  0.45
H 3.2958 -2.7373 -1.6872  0.36
H 2.9155 -0.5760 -3.8823  0.34
H 3.2018 0.6965 0.6825  0.22
H 3.7592 -2.1636 -0.0616  0.34
C 3.3741 0.0626 -3.1168  -1.20
H 4.6184 0.7875 -0.4191  0.43
H 3.1284 1.1086 -3.3380  0.37
H 3.2035 1.8358 -0.6972  0.36
P -2.6715 -0.4823 -1.3484  1.35
C -3.4803 0.6113 -0.1185  -1.35
C -3.3675 0.1096 -2.9182  -1.33
H -3.3631 -2.7444 -1.7587  0.43
H -4.7845 -1.6900 -1.3749  0.49
H -3.6828 -2.3022 -0.0738  0.41
C -3.7542 -1.9521 -1.1115  -1.52
H -2.9488 -0.4874 -3.7384  0.33
H -4.4532 -0.0383 -2.8721  0.46
H -4.5690 0.5365 -0.2493  0.50
H -3.1521 1.6473 -0.2601  0.40
H -3.1419 1.1693 -3.0841  0.40
H -3.2149 0.2771 0.8939  0.34
Cl 0.2961 -1.8328 -3.0883  -0.21
C -1.1074 2.3791 1.8696  -0.84
N -0.4742 1.4841 2.8459  0.16
C -0.5184 1.9050 4.2501  -1.08
C 0.2394 0.4356 2.4225  0.49
O 0.4604 0.3042 1.1515  -0.32
N 0.7711 -0.4503 3.3071  0.15
C 0.0069 -0.9441 4.4658  -1.15
C 1.7341 -1.4101 2.7839  -0.89
H -2.2068 2.2922 1.9294  0.38
H -0.7650 2.1111 0.8600  0.06
H -0.8338 3.4180 2.1238  0.41
H -1.3411 1.4335 4.8009  0.33
H 0.4307 1.6831 4.7442  0.41
H -0.6912 2.9846 4.2517  0.37
H 0.1730 -2.0275 4.5266  0.44
H 0.3883 -0.4772 5.3848  0.33
H -1.0728 -0.7628 4.3517  0.34
H 2.3434 -1.7782 3.6142  0.50
H 2.3735 -0.9550 2.0243  0.01
H 1.2381 -2.2686 2.2963  0.31

* lowest unoccupied orbital energy (alpha / beta): -9.74 / -9.74 eV
* net charge: +2
* energy above the lowest of the compared OMol25 structures with the same formula, charge and spin: 0.3256 eV
* HOMO level (alpha / beta): -14.154 / -14.154 eV
* gap between HOMO and LUMO (alpha / beta): 4.41 / 4.41 eV

Entry 4:
This record from OMol25 describes a molecular structure, C13H33F6N4O3P2RuSTe at a distorted geometry. The level of theory is the ωB97M-V functional and the def2-TZVPD basis.

Last column: Löwdin spin population.
Atoms and positions in Å:
Ru 0.5803 -0.9785 0.0777  3.98
N 0.2172 -1.0766 2.3833  0.11
C 1.4508 -0.8900 3.1930  0.01
C 2.6368 -1.6329 2.5658  0.01
C 3.7543 -0.6885 2.1263  0.00
C 3.3221 0.2859 1.0443  0.02
N 2.8120 -0.4367 -0.1585  0.16
H -0.5054 -0.4332 2.6982  0.00
H -0.1198 -2.0295 2.4911  0.00
H 1.2826 -1.2346 4.2118  0.00
H 1.6440 0.1809 3.2445  0.00
H 2.2771 -2.2083 1.7017  0.00
H 3.0415 -2.3693 3.2568  0.00
H 4.6033 -1.2779 1.7702  0.00
H 4.1086 -0.1087 2.9801  0.00
H 4.1633 0.9204 0.7705  0.01
H 2.5260 0.9478 1.3899  0.00
H 3.3457 -1.2853 -0.3277  0.01
H 2.8719 0.1529 -0.9816  0.00
C -0.2006 1.3588 -5.0467  0.01
N 0.2204 -0.0030 -4.7545  0.02
C 0.4679 -0.9606 -5.8461  0.00
C 0.8646 -2.2464 -5.1024  0.00
N 0.9782 -1.7664 -3.7165  0.01
C 0.5254 -0.5281 -3.5808  0.04
S 0.3421 0.3726 -2.1092  0.25
H 0.5399 1.8450 -5.6821  0.00
H -0.3094 1.9258 -4.1281  0.00
H -1.1523 1.3455 -5.5765  0.00
H 1.2588 -0.5862 -6.4962  0.00
H -0.4321 -1.0841 -6.4453  0.00
H 1.8080 -2.6610 -5.4451  0.00
H 0.1008 -3.0183 -5.1700  0.00
H 1.1690 -2.3859 -2.9499  0.00
C -2.0382 0.9578 4.9206  0.00
C -1.8889 2.0766 3.9231  0.00
O -1.0203 1.6321 2.8358  0.00
P -1.3794 1.7579 1.2965  0.01
O -0.2866 1.0570 0.5388  0.11
Te -3.6570 0.8640 0.9955  0.00
O -1.3561 3.2646 0.8874  0.00
C -2.3792 4.2472 1.2461  0.00
C -2.4849 5.2592 0.1364  0.00
H -2.6216 1.3036 5.7743  0.00
H -1.0597 0.6405 5.2862  0.00
H -2.5574 0.1068 4.4753  0.00
H -1.4174 2.9504 4.3659  0.00
H -2.8612 2.3708 3.5260  0.00
H -2.0814 4.7077 2.1858  0.00
H -3.3360 3.7409 1.3888  0.00
H -1.5452 5.7963 0.0129  0.00
H -3.2656 5.9787 0.3853  0.00
H -2.7441 4.7716 -0.8032  0.00
F -0.5603 -2.4706 -1.3593  0.07
P 0.1409 -3.9095 -0.7816  0.00
F -1.2476 -4.6019 -0.7717  0.00
F 0.4995 -4.3209 -2.2550  0.00
F 0.9202 -5.0638 -0.1017  0.00
F -0.1626 -3.1958 0.7024  0.05
F 1.5639 -2.9445 -0.7532  0.07
C -2.9257 -0.8789 -0.0011  0.01
H -2.5514 -0.6233 -0.9862  0.00
H -2.1501 -1.3238 0.6179  0.00
H -3.7394 -1.5960 -0.0762  0.00

* lowest unoccupied orbital energy (alpha / beta): -5.03 / -8.54 eV
* net charge: +2
* energy above the lowest of the compared OMol25 structures with the same formula, charge and spin: 0.0000 eV
* HOMO level (alpha / beta): -14.157 / -14.153 eV
* gap between HOMO and LUMO (alpha / beta): 9.13 / 5.62 eV
* ⟨S²⟩: 8.757
* spin multiplicity: 6